This record from the OMol25 dataset describes a molecular structure, C43H89F3N4O7Y in a non-equilibrium geometry. The level of theory is ωB97M-V/def2-TZVPD.

Each line ends with the Mulliken charge.
Geometry (Å):
Y (-3.0524, -0.9384, -3.0913)  1.353
C (-0.1736, 0.5977, 0.4124)  0.833
C (-1.5068, 0.7173, -0.2263)  1.426
C (-1.9876, 2.1259, -0.1788)  -1.194
O (-1.7263, 0.0968, -1.4936)  -0.479
H (-0.0479, -0.4033, 0.8252)  -1.638
H (-0.0528, 1.2851, 1.2497)  0.457
H (0.6244, 0.8469, -0.2870)  0.083
H (-2.1300, 0.1635, 0.4758)  -0.310
H (-3.0561, 2.3026, -0.0557)  0.066
H (-1.7399, 2.6819, -1.0830)  -0.230
H (-1.5983, 2.5848, 0.7300)  0.432
C (-5.6478, 0.6001, -2.6616)  0.272
O (-4.4208, 1.0517, -3.2875)  0.005
O (-5.3267, -0.7491, -2.5699)  -0.850
C (-6.1308, 1.4511, -1.4073)  0.634
F (-6.3984, 2.7242, -1.7044)  -0.283
F (-7.2680, 0.9216, -1.0407)  -0.258
F (-5.2523, 1.5298, -0.4219)  -0.154
C (-4.3138, 2.4635, -3.5962)  -0.308
C (-2.9815, 2.6354, -4.4106)  -1.255
H (-3.1469, 3.5979, -4.8947)  0.501
H (-2.0891, 2.7341, -3.7926)  0.167
H (-2.9314, 1.9054, -5.2185)  0.327
H (-4.2107, 3.1579, -2.7624)  0.345
H (-5.1453, 2.7374, -4.2455)  0.358
H (-6.3925, 0.8658, -3.4119)  0.378
C (4.0906, 4.7292, -4.1531)  -1.637
C (2.8842, 5.6369, -3.7559)  1.638
C (1.6508, 5.1717, -4.5371)  -1.375
C (0.8828, 3.9215, -3.9949)  -0.833
C (0.5937, 4.0342, -2.5582)  0.179
C (1.8425, 4.4173, -1.6785)  1.595
N (2.5260, 5.6119, -2.3135)  0.096
O (3.4640, 6.2161, -1.4843)  -0.436
C (1.2208, 4.9057, -0.2861)  -1.539
C (2.7242, 3.1965, -1.4426)  -1.487
C (3.2284, 7.0487, -4.1595)  -1.971
H (4.9779, 4.8543, -3.5325)  0.358
H (4.3312, 4.8410, -5.2104)  0.438
H (3.7891, 3.6984, -3.9669)  0.337
H (0.9565, 6.0025, -4.6629)  0.311
H (2.0073, 4.9335, -5.5393)  0.476
H (1.3484, 3.0025, -4.3511)  0.302
H (-0.0464, 3.8337, -4.5579)  0.225
H (0.1553, 3.0658, -2.3171)  -0.555
H (-0.1876, 4.7588, -2.3287)  0.518
H (0.7006, 4.0372, 0.1179)  0.086
H (1.9331, 5.0878, 0.5186)  0.367
H (0.5712, 5.7720, -0.4110)  0.468
H (3.6843, 3.4591, -0.9985)  0.450
H (2.2514, 2.5001, -0.7501)  0.052
H (2.9801, 2.6501, -2.3505)  0.337
H (4.2687, 7.1990, -3.8707)  0.397
H (2.5339, 7.8027, -3.7890)  0.437
H (3.2647, 7.1837, -5.2405)  0.405
H (4.0781, 5.4890, -1.3579)  0.371
C (-0.5667, -3.4196, -3.4213)  -1.937
C (-1.1991, -3.9217, -2.0953)  1.316
C (-0.2022, -3.6188, -0.9476)  -1.381
C (-0.7801, -3.8656, 0.4384)  -0.621
C (-2.2595, -3.4847, 0.6558)  -1.023
C (-3.1277, -3.6982, -0.5605)  1.458
N (-2.4630, -3.3083, -1.8460)  1.966
O (-3.2756, -3.2817, -2.9220)  -0.664
C (-3.8099, -5.0333, -0.4703)  -1.785
C (-4.2829, -2.6458, -0.4298)  -1.938
C (-1.1056, -5.4843, -2.2231)  -1.826
H (-1.0156, -3.7069, -4.3721)  0.320
H (0.4827, -3.7094, -3.4764)  0.534
H (-0.6409, -2.3360, -3.5123)  0.280
H (0.6704, -4.2668, -1.0303)  0.645
H (0.1535, -2.5885, -0.9632)  0.035
H (-0.1092, -3.4652, 1.1984)  0.370
H (-0.7818, -4.9317, 0.6655)  0.509
H (-2.2522, -2.4979, 1.1188)  -0.474
H (-2.7113, -3.9881, 1.5105)  0.690
H (-4.4779, -5.2585, -1.3017)  0.386
H (-3.1634, -5.9094, -0.5208)  0.343
H (-4.4357, -5.1823, 0.4096)  0.468
H (-5.1163, -2.7323, -1.1270)  0.352
H (-4.7410, -2.7863, 0.5493)  0.700
H (-3.9205, -1.6278, -0.5730)  0.107
H (-0.2195, -5.7837, -2.7829)  0.551
H (-1.9085, -5.8490, -2.8638)  0.340
H (-1.0930, -6.0642, -1.3003)  0.345
H (-3.4268, -4.2252, -3.0144)  0.421
C (-4.2318, 1.2667, 5.0913)  -2.003
C (-2.7232, 1.0740, 4.8315)  2.054
C (-2.0244, 1.5946, 6.1463)  -1.335
C (-0.6141, 1.0257, 6.2785)  -0.641
C (-0.6107, -0.4970, 6.1941)  -1.159
C (-1.2413, -0.9643, 4.8390)  1.297
N (-2.5035, -0.3318, 4.5703)  0.125
O (-3.1781, -0.7700, 3.3888)  -0.247
C (-0.2540, -0.7714, 3.7354)  -0.880
C (-1.3075, -2.5903, 4.9659)  -1.632
C (-2.2434, 1.9694, 3.6314)  -1.856
H (-4.8301, 1.2042, 4.1823)  0.337
H (-4.5847, 2.2227, 5.4782)  0.403
H (-4.5213, 0.4040, 5.6913)  0.484
H (-1.9283, 2.6802, 6.1265)  0.424
H (-2.5021, 1.4259, 7.1114)  0.421
H (-0.2397, 1.3074, 7.2626)  0.438
H (-0.0067, 1.4378, 5.4726)  0.249
H (-1.1361, -0.8726, 7.0721)  0.393
H (0.3790, -0.8927, 6.4220)  0.475
H (-0.2024, 0.2665, 3.4065)  0.232
H (0.7061, -1.0501, 4.1698)  0.456
H (-0.5343, -1.3487, 2.8544)  -0.431
H (-0.3450, -3.0756, 4.8044)  0.304
H (-1.7079, -2.8208, 5.9531)  0.445
H (-1.9428, -3.0578, 4.2135)  0.185
H (-1.1873, 1.9864, 3.3622)  0.330
H (-2.6080, 2.9951, 3.6869)  0.581
H (-2.6376, 1.6588, 2.6638)  0.187
H (-3.9895, -1.1697, 3.7106)  0.299
C (5.5558, -1.7098, -1.7978)  -1.905
C (4.8522, -1.6042, -0.3409)  1.735
C (3.2959, -1.5804, -0.5090)  -0.848
C (2.5540, -1.9005, 0.7645)  1.620
C (2.9660, -3.2026, 1.5158)  -1.667
C (4.5174, -3.2441, 1.6417)  1.843
N (5.2618, -2.8013, 0.4517)  0.286
O (6.6498, -2.8072, 0.6904)  -0.512
C (4.9989, -2.4569, 2.9159)  -1.715
C (4.8690, -4.7392, 1.7254)  -1.982
C (5.2052, -0.3129, 0.2806)  -1.610
H (5.2787, -2.6350, -2.3030)  0.436
H (5.2902, -0.8881, -2.4630)  0.331
H (6.6353, -1.6510, -1.6592)  0.479
H (2.9340, -0.5722, -0.7107)  -0.051
H (2.9545, -2.2105, -1.3304)  0.221
H (2.6296, -1.1054, 1.5062)  0.471
H (1.4878, -1.9900, 0.5563)  -1.757
H (2.5048, -4.0828, 1.0677)  0.281
H (2.4643, -3.1098, 2.4790)  0.415
H (4.6778, -1.4153, 2.9112)  0.283
H (6.0719, -2.5735, 3.0676)  0.407
H (4.6854, -2.8301, 3.8908)  0.462
H (4.5892, -5.2990, 2.6178)  0.344
H (5.9478, -4.8883, 1.6793)  0.470
H (4.4268, -5.2950, 0.8986)  0.413
H (6.2447, -0.2467, 0.6017)  0.324
H (4.8130, 0.4598, -0.3807)  0.362
H (4.5684, -0.2385, 1.1621)  0.375
H (6.9968, -3.4538, 0.0715)  0.371

HOMO-LUMO gap   5.425 eV
Total energy   -2774.98198 Ha
E_LUMO   -4.36 eV
Charge   +1
Highest occupied orbital energy   -9.78 eV
Spin multiplicity   1
Energy above the lowest of the compared OMol25 structures with the same formula, charge and spin   1.643 eV